No. 1
C16H24N2O8 | the ωB97M-V functional and the def2-TZVPD basis

The value obtained for the HOMO-LUMO gap is 9.68 eV. As for the strongest force on any atom: 0.90 eV/Å. The energy relative to the best compared isomer or geometry (same formula, charge and spin) is 115.7 kcal/mol.

Cartesian coordinates (Å):
C 5.123 -1.760 -1.584
C 5.260 -0.372 -2.191
O 4.784 0.635 -1.290
C 3.478 0.880 -1.286
O 2.677 0.361 -2.020
C 3.144 1.901 -0.210
O 1.800 2.333 -0.228
N 0.850 1.305 -0.132
C 0.871 0.432 0.887
O 1.705 0.423 1.769
C -0.247 -0.624 0.877
O -0.541 -1.184 1.918
N -0.818 -0.862 -0.310
O -1.727 -1.923 -0.527
C -2.516 -2.352 0.561
C -2.999 -1.222 1.465
O -3.091 -0.073 1.113
O -3.354 -1.702 2.643
C -3.674 -0.760 3.674
C -2.478 -0.583 4.596
C -0.440 -0.176 -1.536
C -1.530 -0.239 -2.607
C -2.770 0.556 -2.213
C -2.404 2.010 -1.934
C -1.388 2.064 -0.799
C -0.133 1.282 -1.191
H 4.075 -1.994 -1.418
H 5.648 -1.806 -0.633
H 5.546 -2.497 -2.261
H 4.696 -0.305 -3.127
H 6.307 -0.118 -2.367
H 3.729 2.810 -0.362
H 3.402 1.465 0.765
H -1.989 -3.087 1.178
H -3.382 -2.826 0.086
H -3.954 0.190 3.208
H -4.532 -1.180 4.206
H -1.603 -0.311 4.010
H -2.263 -1.512 5.116
H -2.684 0.198 5.323
H 0.473 -0.648 -1.929
H -1.790 -1.280 -2.794
H -1.104 0.175 -3.523
H -3.211 0.129 -1.313
H -3.506 0.498 -3.016
H -3.296 2.570 -1.653
H -1.984 2.468 -2.833
H -1.108 3.094 -0.574
H -1.829 1.622 0.096
H 0.340 1.749 -2.061

For reference, the Mulliken charges in units of e are:
1. C -1.07
2. C -0.20
3. O -0.39
4. C 0.74
5. O -0.54
6. C -0.51
7. O -0.42
8. N 0.45
9. C 0.60
10. O -0.69
11. C 0.58
12. O -0.68
13. N 0.38
14. O -0.28
15. C -0.23
16. C 0.55
17. O -0.62
18. O -0.37
19. C -0.27
20. C -0.90
21. C -0.04
22. C -1.14
23. C -0.29
24. C -0.88
25. C -0.12
26. C -1.00
27. H 0.28
28. H 0.30
29. H 0.37
30. H 0.27
31. H 0.31
32. H 0.40
33. H 0.29
34. H 0.27
35. H 0.35
36. H 0.29
37. H 0.30
38. H 0.18
39. H 0.27
40. H 0.37
41. H 0.03
42. H 0.51
43. H 0.45
44. H 0.09
45. H 0.39
46. H 0.47
47. H 0.37
48. H 0.39
49. H 0.00
50. H 0.35

No. 2
C21H36CuP2S | the ωB97M-V functional and the def2-TZVPD basis

Its multiplicity is 2. The value obtained for the HOMO-LUMO gap (spin up / spin down) is 4.45 / 6.25 eV. As for the strongest force on any atom: 3.83 eV/Å. Its expectation value of S² is 0.75. The energy relative to the best compared isomer or geometry (same formula, charge and spin) is 67.8 kcal/mol.

Cartesian coordinates (Å):
P 0.013 -2.415 0.506
P -0.698 2.010 1.212
C -0.307 -0.697 -0.379
C -0.164 0.844 -0.202
H -1.378 -0.836 -0.620
H 0.193 -0.890 -1.328
H 0.722 1.267 -0.747
H -0.955 1.246 -0.833
C -2.341 2.428 0.528
H -2.817 3.150 1.205
H -2.939 1.507 0.512
H -2.300 2.833 -0.491
C 0.307 3.484 0.692
H 0.060 3.801 -0.339
H 1.379 3.240 0.752
H 0.083 4.294 1.411
C -1.201 -3.600 -0.055
H -1.289 -4.216 0.857
H -0.764 -4.167 -0.884
H -2.144 -3.111 -0.318
C 1.564 -3.030 -0.097
H 2.408 -2.329 0.030
H 1.406 -3.228 -1.171
H 1.756 -3.980 0.423
Cu 1.615 0.063 0.405
C 0.581 1.220 -3.034
C -0.759 1.273 -2.971
C -1.669 0.553 -3.898
C -1.328 -0.944 -4.181
C -0.473 -1.659 -3.191
C 0.874 -1.666 -3.201
C 1.677 -0.857 -4.167
C 1.307 0.642 -4.217
C -0.611 -1.986 2.103
H 1.237 1.802 -2.366
H -1.275 2.079 -2.444
H -1.717 1.090 -4.861
H -2.689 0.597 -3.492
H -2.295 -1.459 -4.161
H -0.971 -1.025 -5.216
H -1.047 -2.317 -2.518
H 1.425 -2.477 -2.720
H 1.591 -1.269 -5.183
H 2.729 -0.937 -3.890
H 2.261 1.185 -4.250
H 0.804 0.864 -5.175
H 0.059 -1.181 2.410
H -0.747 -2.840 2.806
H -1.597 -1.596 1.818
S 2.189 0.721 2.649
C 1.326 0.893 4.132
C 2.013 0.410 5.264
C 1.551 0.642 6.545
C 0.363 1.330 6.765
C -0.379 1.755 5.658
C 0.070 1.544 4.349
H 2.957 -0.088 5.083
H 2.138 0.285 7.373
H 0.035 1.559 7.779
H -1.322 2.271 5.835
H -0.518 1.918 3.496

For reference, the Mulliken charges in units of e are:
1. P 1.29
2. P 0.57
3. C -1.17
4. C 0.20
5. H 1.03
6. H -0.40
7. H 0.15
8. H -0.36
9. C -1.37
10. H 0.44
11. H 0.33
12. H 0.43
13. C -1.20
14. H 0.34
15. H 0.28
16. H 0.43
17. C -1.39
18. H 0.51
19. H 0.39
20. H 0.40
21. C -1.23
22. H 0.31
23. H 0.22
24. H 0.53
25. Cu -0.55
26. C -0.06
27. C -0.37
28. C -1.24
29. C -0.97
30. C 0.28
31. C 0.03
32. C -1.08
33. C -1.16
34. C -0.85
35. H 0.83
36. H 0.76
37. H 0.35
38. H 0.38
39. H 0.44
40. H 0.30
41. H 0.29
42. H 0.14
43. H 0.31
44. H 0.42
45. H 0.46
46. H 0.32
47. H -0.07
48. H 0.49
49. H 0.39
50. S -0.28
51. C 0.66
52. C -0.68
53. C -0.48
54. C -0.47
55. C -0.75
56. C 0.04
57. H 0.37
58. H 0.35
59. H 0.35
60. H 0.36
61. H 0.00

No. 3
C22H19Co2N2O6S | the ωB97M-V functional and the def2-TZVPD basis

The value obtained for the HOMO-LUMO gap is 5.10 eV. As for the strongest force on any atom: 5.00 eV/Å. The energy relative to the best compared isomer or geometry (same formula, charge and spin) is 16.3 kcal/mol. As for the net charge: -1.

Cartesian coordinates (Å):
C -2.934 0.568 -3.790
C -1.843 -0.138 -3.019
N -2.095 -0.180 -1.577
C -3.325 -0.262 -1.186
N -4.437 -0.081 -1.976
C -4.265 -0.046 -3.431
C -5.758 -0.544 -1.576
C -6.108 -0.112 -0.170
C -5.196 -0.783 0.835
S -3.428 -0.568 0.541
H -2.950 1.630 -3.536
H -2.768 0.480 -4.864
H -1.738 -1.176 -3.408
H -0.877 0.369 -3.138
H -5.107 0.511 -3.861
H -4.312 -1.077 -3.819
H -6.486 -0.133 -2.286
H -5.803 -1.642 -1.643
H -6.030 0.974 -0.074
H -7.142 -0.396 0.047
H -5.333 -0.352 1.835
H -5.384 -1.865 0.877
O 3.207 -1.508 3.388
C 3.080 -1.622 2.247
Co 2.887 -1.820 0.506
C 3.644 -3.471 0.319
O 4.006 -4.558 0.176
C 1.226 -2.426 0.348
O 0.147 -2.823 0.191
C 3.653 -0.609 -0.597
C 2.563 -0.089 0.058
C 1.675 0.914 0.258
C 1.650 1.585 1.546
C 0.442 2.059 2.131
C 0.470 2.718 3.358
C 1.694 2.957 4.008
C 2.889 2.480 3.452
C 2.857 1.765 2.259
Co 5.522 -0.605 0.178
C 6.242 0.689 -0.747
O 6.580 1.593 -1.386
C 6.372 -2.034 -0.345
O 6.914 -3.001 -0.682
C 6.070 -0.338 1.813
O 6.397 -0.145 2.907
H 3.778 -0.622 -1.689
H 0.969 1.209 -0.526
H -0.487 1.857 1.596
H -0.468 3.074 3.791
H 1.710 3.541 4.929
H 3.854 2.686 3.922
H 3.776 1.367 1.814

For reference, the Mulliken charges in units of e are:
1. C -0.63
2. C -0.62
3. N -0.39
4. C 0.32
5. N 0.12
6. C -0.60
7. C -0.65
8. C -0.71
9. C -0.61
10. S -0.09
11. H 0.30
12. H 0.35
13. H 0.25
14. H 0.31
15. H 0.36
16. H 0.31
17. H 0.37
18. H 0.32
19. H 0.29
20. H 0.34
21. H 0.34
22. H 0.33
23. O -0.36
24. C 0.15
25. Co -0.05
26. C 0.26
27. O -0.40
28. C 0.26
29. O -0.42
30. C 0.37
31. C -0.07
32. C -0.98
33. C 0.18
34. C -0.32
35. C -0.52
36. C -0.33
37. C -0.73
38. C -0.05
39. Co 0.27
40. C 0.08
41. O -0.40
42. C 0.14
43. O -0.40
44. C 0.07
45. O -0.37
46. H 0.63
47. H 0.34
48. H 0.44
49. H 0.34
50. H 0.33
51. H 0.38
52. H 0.15

No. 4
C3H13N3 | the ωB97M-V functional and the def2-TZVPD basis

The value obtained for the HOMO-LUMO gap is 9.55 eV. As for the strongest force on any atom: 1.46 eV/Å. The energy relative to the best compared isomer or geometry (same formula, charge and spin) is 17.8 kcal/mol.

Cartesian coordinates (Å):
C -2.154 1.093 -0.800
N -1.085 0.754 -1.727
C -0.037 1.744 -1.770
H -2.752 0.201 -0.610
H -1.769 1.452 0.158
H -2.778 1.917 -1.183
H -1.513 0.442 -2.578
H -0.490 2.725 -1.742
H 0.553 1.615 -2.676
H 0.595 1.569 -0.906
N 2.263 -0.582 1.642
C 1.072 -1.245 1.102
N 0.821 -2.519 1.762
H 2.046 0.095 2.350
H 2.844 -1.328 1.997
H 0.195 -0.604 1.171
H 1.223 -1.482 0.053
H 0.195 -2.495 2.546
H 0.770 -3.354 1.212

For reference, the Mulliken charges in units of e are:
1. C -0.97
2. N -0.30
3. C -0.78
4. H 0.31
5. H 0.31
6. H 0.37
7. H 0.23
8. H 0.31
9. H 0.35
10. H 0.19
11. N -0.59
12. C -0.15
13. N -0.52
14. H 0.22
15. H 0.26
16. H 0.13
17. H 0.27
18. H 0.17
19. H 0.20

No. 5
C5H14N2 | the ωB97M-V functional and the def2-TZVPD basis

The value obtained for the HOMO-LUMO gap is 8.47 eV. As for the strongest force on any atom: 1.40 eV/Å. The energy relative to the best compared isomer or geometry (same formula, charge and spin) is 96.2 kcal/mol.

Cartesian coordinates (Å):
C 2.231 2.062 -2.105
N 1.289 -1.448 -0.066
C -1.313 -0.826 2.366
C 0.018 -0.334 1.724
C 0.239 -0.724 0.262
C -0.654 -0.056 -0.783
N -2.014 -0.600 -0.898
H 3.063 2.293 -2.768
H 2.112 0.986 -2.054
H 1.403 2.590 -2.583
H 2.379 2.534 -1.125
H -2.143 -0.156 2.174
H -1.569 -1.802 1.949
H -1.157 -0.962 3.428
H 0.848 -0.757 2.277
H 0.096 0.737 1.835
H 0.284 -2.039 0.121
H -0.094 -0.067 -1.708
H -0.754 0.990 -0.458
H -1.998 -1.373 -1.565
H -2.264 -1.047 -0.022

For reference, the Mulliken charges in units of e are:
1. C -0.96
2. N -0.85
3. C -1.32
4. C -0.34
5. C 0.53
6. C -0.51
7. N -0.58
8. H 0.31
9. H 0.18
10. H 0.25
11. H 0.22
12. H 0.32
13. H 0.39
14. H 0.36
15. H 0.38
16. H 0.34
17. H 0.11
18. H 0.34
19. H 0.27
20. H 0.31
21. H 0.25

No. 6
C22H25BrN2OPTl | the ωB97M-V functional and the def2-TZVPD basis

The value obtained for the HOMO-LUMO gap is 6.92 eV. As for the strongest force on any atom: 0.11 eV/Å. The energy relative to the best compared isomer or geometry (same formula, charge and spin) is 0.1 kcal/mol.

Cartesian coordinates (Å):
Tl 0.455 -1.031 -0.288
Br 4.544 5.405 -2.803
C 3.745 3.727 -2.407
C 4.123 2.588 -3.138
C 3.557 1.376 -2.859
C 2.571 1.208 -1.838
O 2.100 0.047 -1.598
C 2.190 2.388 -1.126
C 1.190 2.439 -0.101
N 0.386 1.519 0.312
C -0.580 1.914 1.255
C -1.268 3.100 1.161
C -2.224 3.484 2.124
C -2.516 2.667 3.176
C -1.858 1.418 3.292
C -2.134 0.514 4.344
C -1.489 -0.685 4.393
C -0.550 -0.983 3.383
N -0.251 -0.168 2.405
C -0.895 1.029 2.333
C 2.808 3.625 -1.423
H 4.868 2.679 -3.918
H 3.848 0.490 -3.408
H 1.117 3.422 0.379
H -1.085 3.746 0.312
H -2.733 4.432 2.014
H -3.251 2.949 3.919
H -2.866 0.787 5.095
H -1.681 -1.401 5.179
H -0.021 -1.932 3.398
H 2.519 4.506 -0.862
C -5.544 0.921 -0.274
C -4.030 1.115 -0.222
P -2.960 -0.389 -0.324
C -3.563 -1.341 1.138
C -2.962 -2.743 1.227
C -3.744 -1.311 -1.724
C -2.791 -2.317 -2.373
H -6.050 1.887 -0.225
H -5.906 0.322 0.562
H -5.859 0.433 -1.197
H -3.744 1.622 0.704
H -3.705 1.771 -1.033
H -4.654 -1.409 1.123
H -3.283 -0.757 2.018
H -3.319 -3.377 0.414
H -3.240 -3.227 2.165
H -1.870 -2.713 1.175
H -4.038 -0.562 -2.464
H -4.661 -1.803 -1.386
H -1.911 -1.811 -2.773
H -3.276 -2.845 -3.195
H -2.440 -3.062 -1.657

For reference, the Mulliken charges in units of e are:
1. Tl 0.93
2. Br -0.24
3. C -0.22
4. C -0.35
5. C -0.77
6. C 0.55
7. O -0.89
8. C 0.56
9. C -0.35
10. N -0.23
11. C -0.56
12. C 0.36
13. C -1.06
14. C -0.85
15. C 1.42
16. C -0.85
17. C -0.50
18. C -0.50
19. N -0.38
20. C 0.33
21. C -0.75
22. H 0.39
23. H 0.42
24. H 0.56
25. H 0.59
26. H 0.38
27. H 0.41
28. H 0.42
29. H 0.40
30. H 0.43
31. H 0.41
32. C -1.37
33. C -0.35
34. P 0.53
35. C -0.34
36. C -1.40
37. C -0.70
38. C -1.21
39. H 0.43
40. H 0.30
41. H 0.27
42. H -0.10
43. H 0.46
44. H 0.58
45. H 0.10
46. H 0.37
47. H 0.39
48. H 0.21
49. H 0.45
50. H 0.41
51. H 0.26
52. H 0.39
53. H 0.25